DFT (ωB97M-V with the def2-TZVPD basis set) results for a structure of composition C23H16CoN3O2S5.

```
50
Properties=species:S:1:pos:R:3:forces:R:3:mulliken_charge:R:1
Co -0.43084 0.07006 0.36199 -0.3295 0.0310 0.4601 0.208
S -0.27186 -1.07517 2.40706 -0.0141 0.0646 -0.0048 -0.379
S -1.10349 1.71578 1.90568 0.0300 -0.0328 -0.0151 -0.350
S -3.36139 0.55308 -3.97220 0.0819 0.0426 -0.0119 -0.108
S -5.29368 -0.33253 -0.71109 -0.0099 0.0418 -0.0589 -0.103
S -2.54773 -2.98789 0.20993 -0.0264 -0.0159 -0.0099 -0.167
O -1.38762 -0.60970 -1.13780 0.2845 -0.0250 -0.3291 -0.037
O 0.32751 0.57958 -2.68686 0.1926 0.0659 -0.0706 -0.676
N -1.59825 2.93584 5.41028 -0.0034 0.0839 0.0381 -0.560
N -0.35795 -1.17575 6.14145 0.0161 -0.0605 0.0641 -0.558
N 1.57350 0.51812 -0.10713 0.0431 -0.1617 -0.1424 0.068
C 3.61079 0.21319 -1.28833 -0.0333 0.0590 0.0163 -0.909
C -2.75506 0.02257 -5.47812 -0.0622 -0.0492 0.0325 -0.515
C -0.59696 -0.36382 5.35950 -0.0160 0.0491 -0.0482 -0.053
C 1.40786 -0.26726 -2.42180 -0.0303 0.0378 -0.0604 -0.623
C -1.95549 -1.56685 -4.00830 -0.0347 0.0154 -0.0064 -0.148
C 4.33405 0.63344 -0.18657 -0.0020 -0.0076 -0.0047 -0.182
C -5.67800 1.26400 -0.23015 0.0263 -0.0348 0.0536 -0.484
C -0.78112 0.45509 3.05830 0.0578 -0.0257 -0.0644 0.841
C -2.65591 -0.88323 -1.62524 -0.1835 -0.0929 0.1610 3.098
C -3.66473 0.10086 -1.05172 -0.0654 -0.0210 0.0710 -1.016
C -4.59681 2.08583 -0.29756 -0.0227 -0.0271 -0.0444 -1.050
C -2.62553 -0.75412 -3.14238 -0.0381 -0.0585 -0.0897 -0.722
C -0.89119 0.66477 4.41799 0.0113 0.0201 0.0448 0.312
C -3.93550 -3.13581 -1.92631 -0.0066 0.0034 0.0310 -0.066
C -3.48596 -4.39473 -0.04507 0.0373 0.0143 0.0006 -0.555
C -3.44055 1.41458 -0.77800 0.0028 0.0331 -0.0060 -0.397
C -3.07799 -2.30272 -1.27021 0.0499 0.0252 0.0260 -0.933
C -4.17341 -4.34588 -1.21878 0.0129 0.0265 0.0114 -0.848
C 2.27172 0.94213 0.95272 -0.0195 -0.0056 -0.0335 0.143
C -2.02925 -1.12414 -5.35339 0.0252 0.0613 0.0170 -0.834
C 3.65141 1.01932 0.95437 -0.0223 0.0153 0.0008 -0.889
C 2.22387 0.17189 -1.22360 0.0527 0.0367 -0.0425 0.937
C -1.28219 1.92694 4.95203 -0.0220 -0.0767 -0.0294 -0.047
H -2.47673 1.88470 -0.90610 0.0080 -0.0076 -0.0128 0.672
H 1.06846 -1.29901 -2.25682 -0.0060 0.0098 0.0359 0.177
H -6.67094 1.49990 0.11292 -0.0412 0.0246 0.0295 0.442
H -4.38188 -2.88842 -2.87788 -0.0106 0.0201 -0.0405 0.539
H -1.42561 -2.44915 -3.68050 0.0207 -0.0328 0.0148 0.581
H 5.41533 0.66954 -0.22136 0.0124 0.0076 -0.0021 0.396
H 4.16668 1.36837 1.83705 0.0086 -0.0005 0.0137 0.399
H -4.81615 -5.13843 -1.57244 -0.0219 -0.0258 -0.0054 0.394
H -4.61084 3.12353 -0.00207 -0.0092 0.0433 0.0092 0.403
H -0.46207 0.17120 -2.25413 0.0391 0.0354 0.0572 0.258
H 1.68407 1.22057 1.81818 0.0050 -0.0035 0.0283 0.341
H 4.10536 -0.06953 -2.20724 0.0124 -0.0112 -0.0221 0.329
H 2.07210 -0.27378 -3.29133 -0.0007 -0.0431 0.0140 0.381
H -1.55863 -1.62829 -6.18413 0.0213 -0.0124 -0.0390 0.382
H -3.46550 -5.19246 0.67799 -0.0060 -0.0466 0.0284 0.468
H -2.96963 0.57914 -6.37413 -0.0143 0.0107 -0.0653 0.440
```
Positions in Å, forces in eV/Å.

Output
E_LUMO (spin up / spin down) = 2.35 / 2.35 eV
Charge = -1
Spin multiplicity = 4
Gap between HOMO and LUMO (spin up / spin down) = 7.323 / 7.415 eV
HOMO level (spin up / spin down) = -4.9698 / -5.0644 eV

=====

DFT (ωB97M-V with the def2-TZVPD basis set) results for a structure of composition C23H17Cl2N6O6Os.

```
55
Properties=species:S:1:pos:R:3:forces:R:3:mulliken_charge:R:1
Os -0.52264 -0.70288 -0.88826 -0.0087 0.0263 0.0760 1.343
Cl -0.94356 -5.13674 5.50757 -0.0025 -0.0060 0.0031 -0.182
Cl -1.53323 -1.49146 1.57683 -0.0176 -0.0090 -0.0708 -0.076
O 0.77999 0.49409 -0.03970 -0.0026 -0.0188 0.0122 -0.704
O 2.45171 -2.32037 1.26157 -0.0382 -0.0031 -0.0168 -0.499
O 1.06582 2.48686 0.96627 0.0054 -0.0065 -0.0228 -0.572
O 2.17851 -4.47335 2.07946 -0.0278 0.0866 -0.0125 -0.412
O -4.39202 -0.66593 -1.96199 0.0070 -0.0051 -0.0018 -0.543
O -2.23696 -1.24746 -1.66223 0.0203 0.0059 -0.0328 -0.706
N 4.21810 -5.05926 -2.32213 0.0050 -0.0244 -0.0073 -0.372
N -1.66483 0.90894 -0.49560 0.0236 0.0058 0.0069 -0.212
N 4.14781 -3.03777 -1.21414 -0.0065 -0.0457 0.0487 -0.331
N 0.69707 -2.27287 -1.34629 -0.1276 -0.0514 -0.0563 -0.510
N -1.21666 -2.38290 4.41726 -0.0338 -0.0400 0.0256 -0.004
N 2.19591 -4.08487 -2.00495 -0.0564 -0.0711 0.0470 -0.721
C -1.13520 -3.38989 3.46522 -0.0785 0.0495 -0.0095 -1.072
C -2.94113 0.87583 -0.86184 0.0098 -0.0085 -0.0045 0.665
C -3.29840 -0.42102 -1.55935 -0.0007 -0.0043 0.0125 0.189
C 0.88478 1.23138 4.00791 -0.0028 -0.0053 0.0067 -0.735
C 3.51181 -4.04252 -1.83090 -0.0155 0.1070 -0.0157 0.747
C 0.91905 -1.20283 4.12823 0.0284 -0.1061 -0.0082 1.894
C -0.46342 1.22994 4.37623 -0.0074 0.0358 -0.0056 -0.500
C -1.04356 -5.44946 1.53572 0.0052 0.0107 -0.0498 -0.573
C -1.85513 3.04841 0.43652 -0.0150 0.0067 0.0030 -0.507
C -1.14031 0.02954 4.53379 0.0125 -0.0309 -0.0601 -0.174
C -1.09963 1.93449 0.13253 -0.0086 -0.0110 -0.0023 0.732
C -0.98655 -5.75263 2.88516 -0.0062 -0.0074 0.0506 -0.708
C 0.36866 1.69230 0.41360 0.0098 0.0222 0.0186 0.171
C 1.67080 -2.38411 4.23012 -0.0505 0.2005 0.4413 -1.919
C -3.75797 1.95453 -0.59034 -0.0035 0.0131 0.0079 -0.532
C -1.16977 -4.13056 1.13092 0.0269 -0.0167 -0.0026 -0.766
C -1.22614 -3.13931 2.09156 0.0814 0.0198 0.0121 0.832
C -3.19830 3.04785 0.06699 0.0016 -0.0080 -0.0003 -0.357
C 2.29373 -3.38421 1.70776 0.0647 -0.1532 -0.0828 0.942
C 1.55941 0.04060 3.88807 -0.0015 0.0165 0.0225 -0.823
C 1.43466 -3.11622 -1.64558 0.1777 0.0429 -0.0225 0.825
C -0.48577 -1.17898 4.35811 -0.0314 0.1198 -0.0107 -0.526
C -1.02809 -4.73878 3.82561 -0.0126 -0.0288 -0.0033 1.037
H 2.61546 0.03508 3.64770 0.0009 0.0029 0.0045 0.374
H 3.62193 -2.35197 -0.69260 0.0173 -0.0136 -0.0328 0.135
H 1.23014 -3.30059 4.59327 -0.0245 -0.0353 -0.1035 0.367
H -1.00794 -6.24058 0.80011 -0.0058 0.0028 -0.0012 0.431
H -3.81421 3.90797 0.29145 -0.0003 -0.0002 -0.0001 0.463
H -0.99100 2.16526 4.51030 0.0023 0.0009 0.0093 0.455
H 2.75052 -2.31136 4.26873 0.0036 -0.0261 -0.1944 0.555
H -0.90113 -6.77653 3.22094 0.0011 0.0031 0.0018 0.444
H 3.72793 -5.78048 -2.82292 0.0026 0.0007 0.0002 0.242
H -2.20228 0.02195 4.74798 -0.0010 -0.0020 -0.0005 0.439
H 5.21424 -5.12622 -2.21717 -0.0021 0.0013 -0.0045 0.206
H -1.77096 -2.56954 5.23651 0.0923 -0.0601 0.0461 0.310
H 1.39926 2.16617 3.83253 0.0013 -0.0047 0.0023 0.419
H -1.39381 3.88382 0.94392 -0.0021 0.0009 0.0012 0.551
H 5.14102 -3.07040 -1.06041 -0.0014 0.0162 -0.0189 0.220
H -4.79608 1.92702 -0.89002 -0.0003 0.0024 0.0002 0.527
H -1.26480 -3.87194 0.08497 -0.0075 0.0027 -0.0054 0.521
```
Positions in Å, forces in eV/Å.

Output
Relative energy (zero: lowest compared OMol25 entry of this formula, charge and spin) = 0.000 eV
E_LUMO (spin up / spin down) = -3.39 / -4.25 eV
Charge = +1
Spin multiplicity = 5
Gap between HOMO and LUMO (spin up / spin down) = 6.178 / 6.425 eV
HOMO level (spin up / spin down) = -9.5683 / -10.6715 eV

=====

DFT (ωB97M-V with the def2-TZVPD basis set) results for a structure of composition C23H17Cl3CuN3O7S4.

```
58
Properties=species:S:1:pos:R:3:forces:R:3:mulliken_charge:R:1
Cu -0.25594 0.67708 -0.17755 0.9992 -0.0650 0.7806 0.293
Cl -6.44953 6.85295 -0.05495 0.0598 -0.0289 -0.0226 -0.274
Cl -6.88753 -3.30483 0.53944 -0.0292 -0.0474 -0.0038 -0.267
Cl -7.73914 0.85779 3.82391 -0.0310 0.0508 0.0900 -0.275
S 3.14582 3.55342 2.17267 0.0060 -0.1201 0.0429 1.179
S -2.33008 -0.22698 -1.44150 -0.1394 0.1572 -1.0527 1.201
S -4.45342 6.33657 -2.21399 0.0065 0.0618 -0.0810 -0.251
S -0.85935 -1.46819 -0.72368 -0.2375 -0.2201 -0.0589 -0.631
O 2.38681 4.53836 2.91111 0.0134 0.0102 -0.0255 -0.693
O -2.00185 1.16666 -0.95941 -0.9587 -0.1134 -0.2956 -0.589
O -3.62978 -0.63243 -0.87691 2.7232 0.2786 -1.5956 -0.631
O -2.30476 -0.26508 -2.89797 -0.1358 -0.1137 0.1705 -0.733
O 4.57372 3.78091 2.10563 0.0047 0.0698 -0.0070 -0.697
O 1.51719 1.49729 -0.37968 0.5294 0.5286 0.3149 -0.844
O -5.01340 2.97482 1.09819 0.1069 0.3491 -0.0137 -0.211
N -3.28208 1.36779 2.92482 0.3049 -0.0471 0.2976 0.363
N -1.41240 0.76729 1.91249 0.2941 0.0309 0.3696 0.217
N 2.51215 3.25241 0.72983 -0.1457 -0.2624 -0.0748 -0.625
C -5.23552 0.33101 0.73119 -0.2744 0.1826 0.3657 0.175
C -7.18952 -1.10705 2.07006 -0.1427 -0.0679 0.2003 -0.785
C -3.28351 5.08426 -2.06281 0.0289 0.1240 -0.1660 -0.400
C -6.87337 0.18647 2.45181 -0.0653 -0.1470 -0.0823 0.616
C -4.45246 4.93392 -0.06820 0.0723 -0.1218 0.1396 -0.057
C -5.10304 5.96046 -0.67060 0.0277 0.0279 -0.0531 0.619
C 2.05288 1.99570 0.62886 0.1482 0.2676 -0.0807 0.516
C 2.89899 0.08515 4.34117 -0.0362 0.0356 -0.0338 -0.332
C -4.39089 2.19047 3.33591 -0.0335 -0.0387 -0.1406 -1.619
C 2.01471 -0.16269 2.09796 -0.0924 -0.0430 0.0179 -0.206
C -2.15845 1.77474 2.27355 -0.2321 0.0337 -0.3620 -0.332
C 2.87144 1.93933 2.86709 0.0112 -0.0080 0.0825 -0.151
C -3.39145 4.42999 -0.88537 0.0576 -0.2831 0.0221 -0.506
C 2.28227 1.17822 1.88286 0.0465 -0.0261 0.0044 0.571
C -5.47414 2.30154 2.24716 -0.0849 -0.0824 -0.0015 -0.029
C -2.04142 -0.35642 2.39408 0.0121 0.0196 -0.2157 -0.909
C -5.90886 0.93270 1.79222 0.0560 -0.0225 -0.0714 -0.848
C -5.51650 -0.96850 0.33657 -1.3640 -0.6269 0.5381 -0.940
C -6.49965 -1.66751 1.00816 -0.0333 0.4129 0.2217 0.236
C -3.19758 -0.01013 3.01923 -0.0559 0.0906 0.0590 -0.407
C 2.33027 -0.70185 3.33960 -0.0118 0.0023 0.0022 -0.719
C -4.77793 4.36129 1.27110 -0.0025 -0.2142 -0.0304 -0.464
C 3.18354 1.42691 4.11217 0.0181 0.0063 -0.0356 -0.594
H -1.96194 2.81344 2.04058 -0.0387 -0.0895 0.0516 0.388
H 2.12033 -1.74756 3.53599 -0.0012 0.0445 -0.0003 0.375
H -4.02875 3.18907 3.57870 0.0996 -0.0166 0.0895 0.629
H -2.77477 3.57010 -0.63059 -0.1113 0.0614 -0.0009 0.283
H -4.83170 1.76734 4.23924 -0.0578 0.0062 -0.0067 0.465
H -5.65471 4.85583 1.70038 -0.0897 0.0024 0.0346 0.348
H -4.92752 -1.40652 -0.46039 -0.7892 -0.1917 0.3474 0.810
H 3.63810 2.04886 4.87363 -0.0125 -0.0181 -0.0077 0.389
H -3.93380 4.52655 1.94895 0.0558 0.0530 0.0280 0.247
H -1.65454 -1.33715 2.17295 0.0024 0.0099 0.0301 0.449
H 1.54743 -0.75348 1.31843 -0.0276 0.0036 -0.0072 0.497
H -2.58574 4.89462 -2.86601 -0.0707 -0.0066 0.0944 0.476
H 3.11449 -0.35172 5.30966 0.0217 -0.0096 -0.0191 0.357
H -4.42834 0.84502 0.22007 -0.3103 0.0262 0.1606 0.649
H -7.94736 -1.66779 2.59799 -0.0274 0.0263 0.0312 0.423
H -6.31213 2.85757 2.68365 -0.1045 -0.0127 0.0161 0.790
H -3.97643 -0.59930 3.47889 0.0410 0.0707 -0.0569 0.457
```
Positions in Å, forces in eV/Å.

Output
Relative energy (zero: lowest compared OMol25 entry of this formula, charge and spin) = 1.521 eV
E_LUMO = 3.54 eV
Charge = -2
Spin multiplicity = 1
Gap between HOMO and LUMO = 4.925 eV
HOMO level = -1.3855 eV